# 1
Formula: C7H19N4O6P
Source: the Open Molecules 2025 dataset
Level of theory: ωB97M-V/def2-TZVPD

Results
E_HOMO in Ha: -0.33435
Orbital gap in eV: 9.58
SMILES: N=P(O)(O)OC(N)=O.CNC(C)=O.CNC(C)=O

```
! RIJCOSX wB97M-V def2-TZVPD def2/J DEFGRID3
* xyz 0 1
N 1.7339 -2.5509 1.4685
P 0.5193 -1.6025 1.4211
O 0.6321 -0.4564 2.4886
O -0.8706 -2.2730 1.6866
O 0.3189 -0.8671 0.0051
C 1.4056 -0.1510 -0.4490
N 2.4530 -0.9069 -0.8570
O 1.3682 1.0596 -0.5137
H 1.4698 -3.4996 1.6685
H 1.5337 -0.1356 2.5287
H -1.3698 -2.3335 0.8607
H 3.3161 -0.4036 -0.7745
H 2.4822 -1.8198 -0.4155
C -3.8216 -4.8493 -2.6036
N -3.0065 -3.8332 -1.9597
C -3.4121 -2.6979 -1.3449
C -4.8928 -2.4140 -1.3041
O -2.5947 -1.9343 -0.8457
H -3.6602 -5.8132 -2.1196
H -3.5398 -4.9373 -3.6535
H -4.8737 -4.5987 -2.5431
H -2.0071 -3.9591 -1.9544
H -5.0504 -1.4761 -0.7832
H -5.2956 -2.3268 -2.3132
H -5.4196 -3.2049 -0.7701
C 2.0854 4.4166 -0.2651
N 2.2535 3.9309 1.0914
C 2.8807 4.5239 2.1366
C 3.4994 5.8820 1.8967
O 2.9383 3.9712 3.2233
H 1.0217 4.4863 -0.4956
H 2.5405 3.7058 -0.9553
H 2.5382 5.3912 -0.4090
H 1.8605 3.0297 1.3126
H 3.9590 6.2192 2.8193
H 4.2657 5.8243 1.1232
H 2.7386 6.6040 1.5991
*
```

Atomic partial charges in e from the natural (NBO) method, atoms 1 to 4: number 1, N, carries -1.427; number 2, P, carries 2.447; number 3, O, carries -0.969; number 4, O, carries -0.985

***

# 2
Formula: C64H57HgN7O3P2S
Source: the Open Molecules 2025 dataset
Level of theory: ωB97M-V/def2-TZVPD

Results
E_HOMO (spin up / spin down) in Ha: -0.06559 / -0.15797
Orbital gap (spin up / spin down) in eV: 3.87 / 6.38
<S²>: 0.775
Energy relative to the best compared isomer or geometry (same formula, charge and spin) in kJ/mol: 0.00

```
! RIJCOSX wB97M-V def2-TZVPD def2/J DEFGRID3
* xyz -1 2
Hg 0.0966 0.3840 0.1055
O 1.7925 -1.7743 -1.1139
C 1.9430 -3.1161 -1.3380
C 3.1879 -3.7056 -1.1980
C 3.3454 -5.0794 -1.2949
C 2.2391 -5.8835 -1.5368
C 0.9949 -5.3113 -1.6687
C 0.7994 -3.9225 -1.5642
C -0.5337 -3.4055 -1.7060
N -0.8751 -2.1795 -1.5969
C -2.2384 -1.8513 -1.8467
C -2.8080 -0.9857 -0.7144
N -2.1399 0.2828 -0.7344
C -2.8504 1.3165 -0.9846
C -2.4061 2.6473 -1.2209
C -3.4065 3.6183 -1.3895
C -3.1166 4.9287 -1.6611
C -1.7743 5.3060 -1.7890
C -0.7712 4.3891 -1.6482
C -1.0213 3.0172 -1.3359
O -0.0321 2.2311 -1.1953
H 4.0325 -3.0644 -1.0009
H 4.3238 -5.5130 -1.1555
H 2.3534 -6.9559 -1.6146
H 0.1315 -5.9369 -1.8546
H -1.3007 -4.1682 -1.9467
H -2.8712 -2.7511 -1.9788
H -2.2823 -1.2581 -2.7697
H -2.6346 -1.4832 0.2445
H -3.8965 -0.8670 -0.8666
H -3.9488 1.1934 -1.0534
H -4.4399 3.2994 -1.2979
H -3.9099 5.6549 -1.7731
H -1.5374 6.3423 -1.9947
H 0.2680 4.6783 -1.7455
C 5.3387 5.0617 2.3796
S 4.9938 5.3664 0.6201
C 5.9850 4.0566 -0.1719
C 5.5358 2.6442 0.1647
C 4.1467 2.2558 -0.3769
N 3.7536 1.0810 0.3506
P 2.4573 0.6435 1.1267
C 3.1260 -0.7803 2.0615
C 4.4892 -0.8264 2.3270
C 5.0007 -1.7767 3.1910
C 4.1618 -2.6953 3.8006
C 2.8103 -2.6788 3.5065
C 2.2982 -1.7274 2.6432
C 2.0369 1.6932 2.6037
C 2.2130 3.0629 2.4429
C 1.9453 3.9408 3.4758
C 1.4854 3.4585 4.6879
C 1.2702 2.0995 4.8472
C 1.5411 1.2201 3.8153
P 2.2316 -0.3791 -1.8213
C 3.8955 -0.7098 -2.5562
C 4.9429 -0.9584 -1.6700
C 6.2290 -1.1597 -2.1367
C 6.4956 -1.0831 -3.4956
C 5.4690 -0.7926 -4.3774
C 4.1785 -0.6023 -3.9126
C 1.2938 -0.2625 -3.3883
C 1.0364 1.0445 -3.7910
C 0.2903 1.2944 -4.9258
C -0.2080 0.2340 -5.6659
C 0.0616 -1.0680 -5.2792
C 0.8167 -1.3204 -4.1475
H 5.0280 5.9627 2.9006
H 6.4062 4.9013 2.5123
H 4.7641 4.2087 2.7342
H 7.0270 4.2244 0.1194
H 5.8857 4.2548 -1.2389
H 5.5113 2.5172 1.2511
H 6.2764 1.9449 -0.2354
H 4.2226 2.0246 -1.4514
H 3.4748 3.1156 -0.2825
H 5.1341 -0.1038 1.8469
H 6.0582 -1.7882 3.4184
H 4.5623 -3.4244 4.4920
H 2.1420 -3.3889 3.9699
H 1.2477 -1.7204 2.4110
H 2.5523 3.4439 1.4909
H 2.0982 5.0014 3.3323
H 1.2741 4.1434 5.4973
H 0.8950 1.7224 5.7896
H 1.3551 0.1649 3.9601
H 4.7393 -0.9463 -0.6073
H 7.0277 -1.3743 -1.4379
H 7.4995 -1.2449 -3.8654
H 5.6704 -0.7151 -5.4377
H 3.3956 -0.3555 -4.6150
H 1.4099 1.8539 -3.1806
H 0.0804 2.3123 -5.2226
H -0.8196 0.4214 -6.5376
H -0.3234 -1.8962 -5.8592
H 1.0210 -2.3401 -3.8548
C -7.2227 -1.4758 12.1034
O -6.8431 -0.2418 11.5582
C -6.1074 -0.2489 10.3971
C -5.8028 1.0063 9.8651
C -5.0502 1.1172 8.7202
C -4.5720 -0.0298 8.0627
C -4.9117 -1.2825 8.5920
C -5.6672 -1.3958 9.7378
C -3.7813 0.0352 6.8710
N -3.2806 -1.0076 6.2261
C -2.6470 -0.5134 5.1375
C -2.7501 0.8833 5.1087
N -3.4675 1.2134 6.2240
C -2.2101 1.6840 4.0841
C -2.2342 3.0806 4.0534
C -1.6582 3.7404 2.9931
C -1.0813 2.9777 1.9676
N -1.0604 1.6710 1.9549
C -1.5964 0.9839 2.9911
C -1.5174 -0.4396 2.9835
N -0.9552 -1.0423 1.9052
C -0.8367 -2.3601 1.8891
C -1.2507 -3.1813 2.9225
C -1.8421 -2.5982 4.0401
C -1.9970 -1.2189 4.0783
H -7.8292 -1.2331 12.9757
H -6.3484 -2.0630 12.4068
H -7.8232 -2.0594 11.3970
H -6.1750 1.8851 10.3729
H -4.8394 2.1045 8.3309
H -4.5686 -2.1599 8.0663
H -5.9113 -2.3821 10.1039
H -3.7527 2.1379 6.4931
H -2.7012 3.6349 4.8594
H -1.6480 4.8182 2.9326
H -0.6260 3.4812 1.1253
H -0.3805 -2.7739 0.9969
H -1.1217 -4.2490 2.8457
H -2.1856 -3.2010 4.8655
*
```

Atomic partial charges in e from the Löwdin method, atoms 1 to 4: number 1, Hg, carries 1.007; number 2, O, carries -0.318; number 3, C, carries -0.233; number 4, C, carries 0.009

***

# 3
Formula: C11H36O7
Source: the Open Molecules 2025 dataset
Level of theory: ωB97M-V/def2-TZVPD

Results
E_HOMO in Ha: -0.35769
Orbital gap in eV: 10.49
Energy relative to the best compared isomer or geometry (same formula, charge and spin) in kJ/mol: 250.48
SMILES: CCO.CCO.CCO.CCO.CO.CO.CO

```
! RIJCOSX wB97M-V def2-TZVPD def2/J DEFGRID3
* xyz 0 1
C 0.7743 6.5138 31.1018
C 1.2296 6.0194 29.7503
O 1.5919 7.2542 29.0385
H -0.0502 7.2245 31.1083
H 1.6242 7.0485 31.6208
H 0.5219 5.6367 31.7006
H 0.3292 5.5131 29.3618
H 2.0524 5.2533 29.7424
H 0.7514 7.6758 28.8006
C 0.7830 13.6816 29.0780
C 0.0769 13.8219 27.7386
O 0.2490 12.5293 27.0829
H 0.4380 14.5934 29.6293
H 1.8678 13.7706 28.8857
H 0.3699 12.8185 29.6526
H 0.5438 14.5017 27.0947
H -0.9242 14.2598 27.8475
H 0.8386 12.6271 26.3384
C 5.9207 8.1611 30.5690
C 4.4850 7.7833 30.4653
O 4.0884 7.9276 29.0818
H 6.3331 7.9882 31.4974
H 6.0615 9.2076 30.4595
H 6.5943 7.6780 29.8984
H 3.9184 8.5133 30.9918
H 4.2521 6.8137 30.9081
H 3.2908 7.4755 28.9266
C 2.0965 11.6013 31.7367
C 2.1051 10.6436 30.4488
O 1.3190 9.5150 30.7528
H 2.5746 11.1723 32.5910
H 1.1196 11.9946 32.0208
H 2.6330 12.5449 31.4130
H 3.0644 10.3253 30.1253
H 1.6101 11.1668 29.5900
H 1.4194 8.8603 30.0276
C 2.9473 10.5841 26.8333
O 3.5745 9.6841 26.0003
H 3.6519 11.3649 27.0530
H 2.7562 9.9944 27.8207
H 2.1152 11.0448 26.4348
H 4.4121 9.4081 26.3723
C 0.0092 9.0642 27.0510
O -0.6329 8.4157 28.1524
H -0.0136 10.1139 27.4294
H -0.6703 8.9030 26.2353
H 1.0781 8.6946 26.9746
H -1.2614 9.0734 28.4496
C -1.7759 10.3744 31.8601
O -1.1439 10.7468 30.5778
H -2.1315 11.1332 32.4680
H -1.1247 9.6735 32.3246
H -2.6782 9.8710 31.5360
H -0.1949 10.5932 30.7457
*
```

Atomic partial charges in e from the natural (NBO) method, atoms 1 to 4: number 1, C, carries -0.640; number 2, C, carries -0.077; number 3, O, carries -0.806; number 4, H, carries 0.221

***

| no. | total energy (Eh) | maximum force (Eh/bohr) |
| --- | --- | --- |
| 1 | -1290.090796 | 0.03495 |
| 2 | -4316.423021 | 0.03486 |
| 3 | -967.217113 | 0.08965 |